Entry 1:
C52H62BrIN2O10P2S as an isolated structure, computed with the ωB97M-V functional and the def2-TZVPD basis.

Geometry as XYZ:
```
131
Properties=species:S:1:pos:R:3:forces:R:3
I -5.049898 0.251854 5.125495 0.547 0.338 -0.718
Br 0.760611 0.093158 1.559284 -0.619 -0.598 1.018
S 4.498713 0.154655 3.671230 -0.155 1.220 -0.967
P -3.773213 3.121115 4.159365 0.544 -0.651 1.462
P -2.153767 4.228795 3.143118 4.506 3.596 1.899
O 8.125255 -1.797214 10.162811 0.165 -0.313 -0.685
O 9.172231 -4.029039 5.426662 -0.132 0.309 0.639
O -0.967097 3.201499 2.388113 -3.214 0.830 0.258
O -0.039511 0.184449 4.367578 1.138 -2.747 -2.743
O -2.368162 0.843397 3.688112 -2.254 -0.600 -1.514
O -2.721575 5.378290 1.964869 0.842 -3.230 0.119
O -1.419364 5.049807 4.320824 -3.155 -3.261 -4.786
O -2.927537 -2.475084 -6.618646 0.222 -0.429 -0.516
O -1.218797 -5.597978 -10.598100 -0.241 0.416 0.558
O 5.035516 1.717321 1.214302 -3.583 3.069 2.027
N 3.425107 3.589210 1.472289 5.245 -4.607 -2.016
N 3.280865 2.777368 2.596089 4.234 -3.813 -2.238
C -5.359032 0.685682 -3.598460 0.095 0.676 -0.959
C 0.749538 -4.427448 -6.152265 -0.331 0.128 -0.131
C -0.814701 -4.743925 -8.448344 0.546 -0.165 0.372
C 1.177276 -5.274610 -7.174141 -0.295 0.037 -0.283
C 7.887585 -0.039666 5.488419 0.118 -0.351 0.051
C 9.660651 -5.694180 10.115813 -0.138 0.347 -0.103
C -0.382637 -0.559445 3.117877 -1.285 1.000 2.280
C -5.949582 3.294256 1.192313 -1.023 0.801 0.158
C 0.400087 -5.430691 -8.323894 0.200 0.031 0.277
C 8.340854 -1.358914 5.421718 -0.113 0.316 0.008
C 8.199619 -1.532517 7.830286 -0.182 0.545 -0.279
C 1.235712 -0.373792 4.852807 0.948 0.899 1.629
C 9.642460 -5.585391 7.701197 0.063 -0.151 0.270
C -4.443168 1.204826 2.108066 -0.086 -0.938 -1.166
C 8.958464 -3.507718 6.514206 0.267 -0.647 -1.291
C 7.576015 0.529704 6.722768 0.061 -0.298 0.240
C 9.175327 -4.387009 10.179337 0.114 -0.316 0.020
C -1.984529 -0.218159 2.763354 1.483 -1.817 -0.664
C -5.956002 1.750014 -1.112409 0.050 1.116 -1.961
C -6.048160 3.230165 -0.431342 0.752 0.238 -0.509
C -5.253249 1.988670 -2.612082 0.265 -0.737 0.692
C 4.507155 2.981885 0.606714 -3.210 0.431 3.794
C -1.328110 5.136800 -4.869905 -1.269 0.063 -0.021
C -2.767094 -1.659003 2.984858 0.513 0.098 1.325
C -5.442425 -3.007920 -9.925821 0.297 -0.012 0.248
C -3.720597 -4.389500 -10.910243 -0.283 0.131 -0.003
C -3.453052 1.631764 -5.368835 1.273 -0.827 0.069
C -5.937369 1.860822 1.977961 -0.422 0.146 0.800
C -0.217414 4.064929 -2.573100 0.129 -0.046 1.031
C -1.558621 3.642281 -5.567653 0.772 0.098 1.739
C -4.649268 -2.825749 -8.791809 -0.211 -0.025 -0.262
C -2.930468 -4.222328 -9.765490 -0.539 0.128 -0.327
C -0.818638 3.136838 -1.318736 0.223 -0.558 -0.368
C -0.462866 -3.746430 -6.271150 0.270 -0.168 0.026
C -2.548677 -3.216205 -7.518311 -0.466 0.885 1.076
C -1.623128 -4.903849 -9.673477 0.474 -0.835 -1.132
C 2.167240 0.929540 5.325822 -0.199 -0.353 0.733
C -1.251055 -3.912907 -7.417613 0.536 -0.116 0.348
C -3.768563 1.254115 3.593752 0.032 1.090 -2.112
C 7.731182 -0.213480 7.893855 -0.042 0.169 -0.258
C 9.884846 -6.295789 8.877747 -0.089 0.268 -0.239
C 9.172134 -4.267182 7.763061 0.177 -0.539 0.297
C 8.394439 -2.298407 9.077207 -0.321 0.630 1.359
C 3.773062 0.555357 5.369176 -0.998 1.083 1.064
C -1.330096 5.085488 -3.216151 0.643 1.104 0.011
C -3.893326 0.417137 -4.311998 -1.032 -0.492 -1.042
C 4.256488 1.593304 2.475557 -2.213 4.634 -1.395
C -2.671354 2.875169 -4.642150 -1.312 0.128 -0.062
C 8.924658 -3.674245 9.000523 0.219 -0.534 0.263
C -4.974286 -3.781274 -10.987789 0.328 -0.113 0.123
C -3.388144 -3.429075 -8.714103 -0.533 0.078 -0.321
C 8.492198 -2.109108 6.595237 -0.155 0.592 -0.309
H -0.747265 2.001384 -1.648035 -0.242 2.261 0.864
H -5.033660 4.001440 1.476062 -1.908 -1.819 -0.402
H 0.987407 -0.972609 5.855166 0.602 0.981 -2.312
H 7.216014 1.554958 6.774432 0.080 -0.176 0.009
H -2.419354 4.930885 -2.764209 2.382 0.034 -1.127
H 8.578885 -1.796986 4.453710 -0.033 -0.048 0.328
H -2.267484 5.802106 -5.168728 1.974 -1.289 0.565
H -0.203340 -1.694698 3.349467 -0.271 2.162 -1.020
H -0.524324 3.067752 -5.411686 -2.263 1.064 -0.831
H 10.254347 -7.317713 8.828089 -0.070 0.196 -0.012
H -2.248708 2.454098 -3.618544 -0.491 1.051 -2.267
H 0.643237 4.721899 -2.071320 -1.752 -1.503 -1.424
H 7.775782 0.542737 4.576399 0.008 -0.143 0.169
H -3.729671 1.787302 1.353443 -1.287 -1.107 1.674
H 8.997724 -3.925608 11.149369 -0.028 0.031 -0.332
H -0.207557 3.270359 -0.324420 -1.120 -0.213 -2.020
H -4.355513 1.979315 -6.029390 1.605 -0.615 1.406
H -1.860950 3.714334 -6.706388 0.640 -0.178 2.434
H -1.945421 0.110612 1.616042 -0.580 -0.528 2.569
H 9.825013 -6.059569 6.738457 -0.084 0.278 0.156
H -1.383381 2.444359 1.878139 0.622 1.159 0.867
H -6.103160 0.956190 -4.489451 1.493 -0.634 1.899
H -5.588526 -3.915750 -11.875453 0.133 0.014 0.162
H -5.819715 -0.273449 -3.084748 1.215 1.939 -0.829
H -3.364080 -4.996268 -11.740765 0.060 0.106 0.307
H -3.931813 -1.592391 2.901290 2.357 -0.192 -0.142
H 2.117682 -5.812882 -7.077322 -0.184 0.099 -0.043
H 1.798254 -1.052867 4.068943 -1.211 1.477 1.502
H -5.136370 3.866288 -0.859899 -1.889 -1.339 0.829
H -5.712013 2.935029 -3.164124 1.122 -1.912 1.367
H -1.010148 6.180417 -2.866312 -0.798 -2.293 -0.754
H -0.792676 -3.090543 -5.467148 -0.076 -0.133 -0.295
H 3.877130 -0.420748 6.029209 0.134 1.749 -1.766
H -4.023552 -0.543807 -4.995810 0.412 1.863 1.534
H 0.255292 3.328865 -3.383067 -1.055 1.786 1.774
H -6.406985 2.065954 3.055579 1.177 -0.579 -2.247
H -7.019999 3.774669 -0.842150 2.016 -1.240 0.995
H -6.661240 1.047225 1.492102 1.612 2.010 0.854
H -2.751218 4.931575 1.058975 0.093 0.838 1.604
H 4.874660 3.443615 -0.420126 -0.659 -1.578 2.564
H 7.490608 0.239309 8.854318 0.125 -0.269 -0.152
H -2.282269 -2.513595 2.327874 -1.162 1.988 1.047
H 1.358208 -4.300049 -5.259681 -0.130 -0.012 -0.165
H 1.926528 1.895526 4.705161 0.601 -2.102 0.944
H -6.424866 -2.544299 -9.981002 0.193 -0.073 0.024
H 1.834657 1.148640 6.441938 0.804 -0.323 -2.266
H 9.861639 -6.243504 11.032890 -0.052 0.118 -0.164
H 0.742805 -6.091572 -9.118492 -0.234 0.226 0.098
H -5.019114 -2.216417 -7.968812 0.255 -0.167 -0.123
H -6.916609 3.881376 1.571349 2.096 -1.254 -0.710
H -3.487442 3.679897 -4.339701 1.631 -1.612 -0.563
H -2.668364 1.127947 -6.113572 -1.686 1.027 1.516
H -1.944381 3.366812 -1.081096 2.014 -0.320 -0.581
H -5.261643 0.979453 -0.572809 -1.620 1.435 -0.765
H -2.540372 -1.970215 4.115006 -0.540 0.706 -2.364
H -0.378911 5.695023 -5.265276 -1.687 -1.244 0.760
H -4.528363 0.098977 1.666238 0.385 2.305 1.155
H -3.059459 0.188581 -3.514673 -1.559 0.625 -1.553
H 4.431881 1.395949 5.891598 -1.587 -1.743 -1.222
H -4.990905 3.777422 3.764034 0.623 -0.656 -0.533
H -7.043214 1.373128 -1.330950 2.122 0.287 0.798
H -4.094464 2.129692 -2.365880 -2.517 0.103 -0.690
```
Forces are in eV/Å.

gap between HOMO and LUMO	7.4	eV

=====

Entry 2:
A 3-piece molecular cluster, CH10NO2 overall, computed with the ωB97M-V functional and the def2-TZVPD basis.

Geometry as XYZ:
```
14
Properties=species:S:1:pos:R:3:forces:R:3
O -2.110904 1.579804 -0.638309 0.916 0.999 -0.667
O 2.540839 -0.886381 -0.974893 0.038 0.452 -0.205
N 0.138871 0.383248 0.549228 1.153 -0.309 -2.378
C -0.501239 -0.974178 0.577359 -0.926 -0.064 1.177
H 2.565151 -1.404589 -0.187677 -0.488 -0.874 1.109
H -1.603105 -0.894094 0.799316 1.271 0.133 0.113
H 0.899286 0.394716 -0.273222 -1.488 -0.216 2.311
H -0.683940 0.974332 0.129864 1.213 0.350 1.473
H 3.481974 -0.925605 -1.162518 0.276 0.471 -0.761
H -0.005874 -1.608709 1.340339 -0.338 0.219 -0.833
H -0.445042 -1.302272 -0.424361 0.226 -1.064 -0.842
H 0.649956 0.509427 1.460806 -1.151 0.974 -1.254
H -2.018923 2.464849 -1.061941 0.117 -0.897 0.188
H -2.907053 1.689447 -0.133988 -0.821 -0.176 0.569
```
Forces are in eV/Å.

ΔE to the lowest compared entry with this formula, charge and spin	1.053	eV
net charge	+1
gap between HOMO and LUMO	12.5	eV

=====

Entry 3:
A 10-piece molecular cluster, C27H46Cl9F9N4O10 overall, computed with the ωB97M-V functional and the def2-TZVPD basis.

Geometry as XYZ:
```
105
Properties=species:S:1:pos:R:3:forces:R:3
Cl -12.118848 8.562497 19.107380 0.119 -0.256 -0.378
Cl -12.819429 7.058012 21.376924 -0.175 -0.378 0.649
Cl -7.817463 3.021290 14.275003 -0.115 -0.219 0.468
Cl -10.097603 -1.068386 21.217904 0.563 0.513 0.269
Cl -11.250357 -2.280479 23.556151 -0.002 -0.117 0.296
Cl -10.716870 6.052655 19.628365 -0.105 0.015 0.033
Cl -8.875015 4.380509 16.565447 0.042 0.293 0.625
Cl -10.434805 2.310498 15.302576 0.542 0.075 0.271
Cl -12.410916 -2.541134 20.948422 -1.236 -0.494 -0.512
F -15.443659 -1.078602 19.756843 0.430 1.193 -0.166
F -10.816434 3.868906 24.943234 0.374 -0.274 0.944
F -17.602710 -2.502293 18.303899 -0.325 -0.670 0.579
F -18.072281 -4.238586 19.620505 0.232 0.606 1.273
F -10.906781 5.357775 23.360732 0.078 -1.774 0.378
F -9.823725 3.482668 23.039163 0.685 -0.077 0.249
F -18.631614 -4.305908 17.610446 0.024 0.484 -0.498
F -16.019882 0.735038 18.666951 1.578 -0.595 0.267
F -15.390940 0.913585 20.701766 0.016 -0.423 0.080
O -8.422514 0.848152 19.412308 1.748 0.174 1.644
O -15.409816 -2.853271 23.503253 -0.441 0.680 -0.069
O -11.845443 -1.602561 14.577555 -0.297 0.038 -0.276
O -12.888364 1.033871 20.162307 -1.728 -0.397 -0.202
O -14.970024 4.661293 19.347632 -1.198 -0.211 -0.237
O -16.260514 -5.774145 17.998451 -0.695 4.794 0.227
O -12.092161 2.044250 23.049524 -0.267 0.569 -0.136
O -13.041709 4.077430 22.782438 -1.677 0.514 -0.120
O -15.321339 -3.651857 17.867723 -2.950 -1.109 0.596
O -13.244987 0.011057 18.132257 -0.715 0.289 1.884
N -17.346372 -2.244982 22.406348 -1.025 -1.514 -0.376
N -6.808287 2.072714 20.499963 1.048 0.745 0.262
N -10.338193 -1.821488 16.268266 0.609 -0.769 0.601
N -15.928515 3.821971 17.459486 1.871 0.669 0.149
C -15.122194 0.232587 19.573888 -1.846 -0.243 1.014
C -14.019627 -4.181482 17.702455 1.545 0.530 -0.534
C -12.263603 6.898020 19.743775 -0.164 0.669 -0.427
C -14.338453 3.620495 22.256340 -0.167 0.690 -1.455
C -10.886935 3.986831 23.647208 -0.424 2.156 -1.597
C -17.679001 -3.839517 18.436676 -0.246 -0.391 -1.776
C -15.260889 2.870581 23.174795 -0.375 -0.684 0.442
C -13.643539 -4.410505 16.254798 -0.484 0.617 -0.566
C -11.601187 -1.469368 22.028419 0.593 -0.101 0.757
C -16.366739 -4.518555 18.054889 3.265 -3.851 -0.371
C -7.164216 3.332564 19.818758 -0.368 0.076 -0.367
C -8.788517 2.838543 15.786343 -0.137 -0.288 -1.484
C -14.631442 3.613511 16.774228 0.712 -0.676 0.958
C -10.037693 -3.246639 16.043691 -1.180 0.634 -1.052
C -11.514359 1.490867 19.920771 0.725 0.007 -1.077
C -11.387827 2.647827 18.922148 -1.625 -1.215 0.172
C -15.988825 4.373288 18.708410 1.686 0.207 -0.957
C -18.094897 -1.282278 21.565785 1.246 0.405 0.972
C -17.036701 3.445888 16.675772 -1.631 -0.199 -0.033
C -9.962211 -1.385184 17.591240 -0.388 0.962 0.186
C -12.113321 3.253508 23.093195 0.497 -1.537 0.556
C -11.250387 -1.128807 15.519214 0.914 -0.599 0.310
C -7.468950 0.940501 20.223342 -1.653 -0.064 -1.599
C -16.125589 -2.022793 22.975130 -0.640 0.080 -0.763
C -18.057264 -3.515000 22.725387 0.479 0.325 -0.228
C -13.642619 0.367699 19.232331 3.184 1.274 -2.143
C -5.472206 2.007758 21.148756 -0.105 0.480 0.322
H -13.492530 -3.478021 15.710954 0.075 0.276 0.236
H -11.608228 2.195098 17.955419 0.831 0.476 -0.429
H -10.675732 -1.781386 18.313743 0.254 -0.237 0.356
H -5.438163 2.646196 22.031560 -0.160 0.274 -0.131
H -11.305079 -0.072157 15.823687 -0.233 -0.206 0.107
H -18.843419 -3.244403 23.430255 -0.152 -0.398 0.007
H -15.323308 3.344150 24.154561 0.177 -0.189 0.090
H -18.459135 -4.045424 21.862104 -0.241 0.638 -0.177
H -14.467160 -4.870970 15.709168 0.305 -0.708 0.078
H -8.299647 2.064286 16.377639 -0.310 0.269 0.145
H -9.048223 -3.540853 16.393649 0.048 0.415 -0.273
H -12.187777 -0.595800 22.312839 0.121 0.036 -0.564
H -13.774847 -5.073427 18.279179 -0.688 0.106 0.316
H -17.974879 3.817201 17.088158 0.020 0.208 0.201
H -18.142784 -1.560150 20.512892 -0.303 -0.420 0.230
H -10.215100 -3.373961 14.975794 0.563 -0.368 -0.088
H -7.074123 0.090166 20.800620 -0.170 -0.096 -0.188
H -14.773890 4.557770 21.909902 -0.067 0.145 0.552
H -8.930440 -1.632883 17.840624 -0.124 -0.301 -0.049
H -14.561972 2.678370 16.218542 -0.763 -0.264 0.116
H -13.019194 6.375502 19.157136 0.233 -0.041 0.116
H -13.426714 -3.329910 18.036191 0.288 -0.248 0.394
H -12.214341 3.343960 19.064831 0.127 0.339 0.373
H -8.234660 3.451149 19.650911 -0.070 -0.727 0.101
H -19.057121 -1.024909 22.008462 -0.210 -0.439 -0.172
H -17.548032 -0.339410 21.559561 0.218 0.064 0.121
H -10.434248 3.146095 19.096845 -0.095 -0.198 -0.601
H -17.386341 -4.267134 23.140410 0.206 0.537 0.397
H -6.934243 4.261661 20.340275 0.619 -0.466 0.569
H -6.710532 3.403023 18.830160 0.200 -0.146 -0.049
H -10.754260 -3.928458 16.501679 -0.167 0.186 0.449
H -17.141587 2.361041 16.689510 0.079 -0.122 -0.552
H -10.951146 0.619778 19.585950 -0.061 0.306 -0.053
H -4.662226 2.311600 20.485655 -0.252 0.257 -0.316
H -17.009337 4.619895 19.039981 0.052 -0.287 0.077
H -14.284887 4.349874 16.049133 -0.627 0.645 0.225
H -11.031009 1.866502 20.822633 -0.905 -0.702 0.595
H -13.842815 3.503716 17.518611 -0.129 0.312 0.111
H -16.290134 2.807589 22.821526 -0.073 0.915 -0.545
H -5.132326 1.043612 21.526916 -0.825 -0.409 -0.309
H -12.685963 -4.928675 16.203238 -0.337 -0.413 -0.127
H -16.960258 3.868754 15.674046 0.049 -0.311 -0.108
H -15.115902 1.792520 23.244537 1.013 0.083 0.392
H -14.169209 3.162084 21.282014 0.311 -0.647 0.347
H -15.935743 -0.945556 22.849822 0.837 0.105 0.198
H -10.017095 -0.301128 17.690771 -0.085 0.111 -0.202
```
Forces are in eV/Å.

ΔE to the lowest compared entry with this formula, charge and spin	0.311	eV
gap between HOMO and LUMO	9.4	eV